1.
# C44H48As2BrCl3GeLiN2O11Si

A molecular structure, C44H48As2BrCl3GeLiN2O11Si (wB97M-V/def2-TZVPD, OMol25).

Cartesian coordinates (Å):
Li 1.00886 -0.00139 2.04201
C 0.98526 -0.06156 5.18611
O 0.46858 -0.52103 3.94199
C -0.34114 -1.61395 3.96206
C -0.96260 -2.11508 5.08829
C -1.77100 -3.24218 4.96568
Br -2.62167 -3.92697 6.51104
C -1.96249 -3.85967 3.75476
C -1.33561 -3.35060 2.61107
C -0.52140 -2.23016 2.71688
O 0.14564 -1.69951 1.67117
C -1.49361 -3.96481 1.30005
N -0.87488 -3.52434 0.23045
C -1.30004 -4.33218 -0.80846
C -0.97398 -4.30469 -2.16259
C -1.55144 -5.25362 -2.98097
C -2.43871 -6.21435 -2.47272
C -2.77753 -6.25332 -1.13439
C -2.19219 -5.29511 -0.31663
N -2.29980 -5.03286 1.03485
H 0.18608 0.35638 5.80144
H 1.69589 0.72309 4.94181
H 1.48950 -0.87616 5.70807
H -0.83259 -1.64899 6.05201
H -2.59215 -4.73548 3.70112
H -0.10931 -2.20121 0.84617
H -0.30445 -3.55787 -2.56120
H -1.31818 -5.25283 -4.03667
H -2.87197 -6.93948 -3.14783
H -3.46555 -6.99295 -0.74829
H -2.87686 -5.52124 1.69447
Cl 2.53848 -3.49168 2.99206
Ge 3.05633 -2.09950 1.37997
Cl 3.26442 -0.13564 2.46309
Cl 5.15333 -2.59456 0.97744
C 3.40579 3.80444 -0.18078
O 2.76116 2.54479 -0.41028
C 2.05729 2.45399 -1.53713
O 1.99521 3.30403 -2.38621
C 1.27745 1.17585 -1.52790
C 0.24918 0.95941 -2.36713
As 0.94804 1.08269 -4.16939
C -0.58553 0.77995 -5.34597
C 1.52528 -0.83457 -3.79273
C 1.93603 -1.35899 -2.62932
As 2.05737 -0.45047 -0.83620
C 3.94260 0.03048 -1.14122
C 2.38833 -2.77826 -2.63748
O 2.48149 -3.47074 -3.62035
O 2.66458 -3.22445 -1.40452
C 3.04152 -4.60877 -1.31965
C 1.35975 -1.68036 -5.02358
O 0.30702 -2.21509 -5.24809
O 2.33003 -1.65765 -5.94684
C 3.61600 -1.14653 -5.59356
C -0.74629 -0.09699 -2.00056
O -0.62414 -0.86123 -1.07217
O -1.81619 -0.03614 -2.78325
C -2.89121 -0.93429 -2.47528
H 4.07000 3.64419 0.66333
H 2.65494 4.55415 0.06679
H 3.96011 4.11493 -1.06497
H -1.31771 1.54323 -5.08383
H -1.01848 -0.20795 -5.23445
H -0.25415 0.93668 -6.37159
H 4.01881 0.64777 -2.03856
H 4.48492 -0.90209 -1.30320
H 4.36066 0.55146 -0.28378
H 3.26822 -4.78930 -0.27270
H 3.91542 -4.79778 -1.94045
H 2.21266 -5.23467 -1.64819
H 4.20048 -1.17374 -6.50835
H 4.08196 -1.78302 -4.84206
H 3.55351 -0.11730 -5.23344
H -3.38396 -1.15029 -3.41921
H -3.57881 -0.43632 -1.79004
H -2.50952 -1.84515 -2.01825
C -2.96622 0.77452 2.00530
C -2.42282 2.13913 2.44318
C -3.52959 3.18582 2.32443
C -2.00926 2.02224 3.91553
Si -0.85028 2.55428 1.42901
O 0.11041 1.29959 1.33283
C -1.34714 3.22848 -0.27871
C -2.28000 2.56896 -1.08344
C -2.57208 2.99299 -2.37006
C -1.92990 4.10760 -2.89367
C -1.00826 4.78730 -2.11530
C -0.72838 4.35144 -0.82754
C 0.06300 3.97859 2.28890
C 1.37501 3.75669 2.71024
C 2.11007 4.74141 3.35694
C 1.53956 5.98250 3.59941
C 0.23848 6.23028 3.18369
C -0.48373 5.23954 2.53591
H -3.73162 0.43397 2.71052
H -2.17241 0.02644 1.96162
H -3.43596 0.81514 1.02126
H -4.43172 2.84655 2.84416
H -3.79870 3.38185 1.28456
H -3.23491 4.13351 2.77845
H -2.86564 1.72157 4.52862
H -1.63194 2.96904 4.30655
H -1.22648 1.27207 4.04276
H -2.78840 1.69164 -0.70117
H -3.29705 2.45139 -2.96646
H -2.14867 4.44270 -3.89941
H -0.49820 5.65439 -2.51436
H -0.00359 4.90062 -0.23707
H 1.82255 2.78754 2.51086
H 3.12735 4.54328 3.67143
H 2.10506 6.75396 4.10541
H -0.21069 7.19916 3.36143
H -1.49087 5.46347 2.20247

Atomic forces in eV per Å
-0.66 0.39 0.05
-0.04 0.13 0.01
0.03 -0.25 -0.04
-0.09 -0.01 0.11
0.06 0.05 -0.07
-0.01 -0.02 -0.02
0.00 0.00 0.00
-0.01 0.05 0.01
-0.01 -0.04 0.11
0.06 -0.01 0.03
0.10 0.09 0.43
-0.01 -0.02 0.06
-0.13 -0.18 0.04
0.00 -0.12 -0.07
-0.01 0.00 0.02
-0.02 -0.02 -0.02
0.00 -0.01 -0.04
0.00 0.02 0.01
0.03 0.05 -0.12
0.08 0.07 0.01
0.03 -0.01 0.01
-0.01 -0.01 0.02
0.00 0.00 0.02
0.01 0.02 0.03
-0.02 -0.03 0.00
-0.11 -0.09 -0.35
0.07 0.08 -0.05
0.01 0.01 -0.02
0.00 -0.02 -0.01
-0.01 -0.02 0.01
0.00 0.00 0.01
0.00 -0.05 0.02
0.01 0.06 0.05
0.39 -0.09 0.06
0.03 -0.01 -0.04
0.01 0.06 -0.03
-0.02 0.07 0.02
-0.03 0.01 -0.17
0.10 0.03 0.13
-0.20 -0.15 0.06
0.09 0.03 0.05
0.00 0.06 -0.10
0.00 -0.02 0.03
-0.14 0.00 0.02
-0.08 0.21 0.05
0.38 -0.12 -0.17
0.02 -0.03 -0.03
-0.09 -0.14 -0.06
0.12 0.03 0.03
-0.01 0.00 0.01
0.00 -0.06 -0.01
-0.04 0.00 -0.10
0.06 -0.03 0.03
-0.17 -0.01 -0.03
0.06 0.03 0.05
-0.08 0.14 0.15
0.05 0.00 -0.10
0.07 -0.14 -0.12
-0.01 -0.05 0.06
-0.03 0.02 0.00
0.03 0.00 0.01
0.01 -0.01 0.03
0.00 0.01 0.01
-0.02 -0.02 0.01
0.01 -0.03 0.01
0.02 -0.01 0.07
0.00 0.02 0.00
-0.02 -0.03 -0.02
0.01 -0.01 -0.01
-0.02 0.00 0.03
0.02 0.02 -0.01
0.00 0.01 0.02
0.00 0.00 0.00
0.02 -0.04 -0.02
-0.01 0.01 0.03
0.01 -0.03 -0.01
-0.04 0.01 -0.04
0.01 -0.01 -0.05
0.06 0.02 0.02
0.01 0.04 -0.04
0.04 0.02 0.00
-0.03 0.06 0.06
0.20 -0.02 -0.16
-0.04 -0.03 0.09
-0.05 -0.03 0.01
-0.03 0.03 -0.03
-0.02 -0.05 -0.02
0.04 0.03 -0.03
0.06 0.04 0.04
-0.01 -0.02 -0.03
0.01 -0.08 0.00
-0.01 0.04 0.03
0.02 -0.01 0.00
0.01 0.05 0.02
-0.04 0.02 -0.05
-0.05 -0.04 0.05
0.03 -0.03 0.00
-0.02 0.00 -0.03
-0.05 -0.02 0.04
-0.02 0.00 -0.02
0.01 0.04 0.00
-0.06 -0.02 0.03
0.01 0.02 0.01
0.02 -0.02 -0.02
0.00 -0.03 0.01
0.00 0.00 -0.01
-0.02 0.02 -0.03
0.02 0.02 -0.01
0.02 0.01 0.00
0.00 0.01 0.00
0.04 -0.01 0.02
0.02 0.02 0.01
-0.01 0.02 0.01
-0.02 0.01 -0.01

Calculated total energy   -365800.56953 eV
Gap between HOMO and LUMO (spin up / spin down)   6.834 / 5.706 eV
Relative energy (zero: lowest compared OMol25 entry of this formula, charge and spin)   0.0 kcal/mol
HOMO (spin up / spin down)   -7.940 / -8.247 eV
Multiplicity   2
LUMO (spin up / spin down)   -1.106 / -2.541 eV

2.
# C4H10S2

C4H10S2 in the gas phase (wB97M-V/def2-TZVPD, OMol25).

Cartesian coordinates (Å):
C 1.46274 0.43096 0.28359
C 1.46812 0.02853 1.76800
C 0.88357 -0.67832 -0.62603
S -0.68879 -1.45443 -0.13932
S -1.83198 0.20841 0.31052
C -2.78954 0.43409 -1.23726
H 0.98409 1.36693 0.00744
H 2.51591 0.47404 0.00252
H 0.52412 0.03383 2.30608
H 1.79029 -1.01725 1.74998
H 2.21879 0.58724 2.32583
H 0.88169 -0.25221 -1.63182
H 1.60603 -1.50033 -0.61907
H -2.75996 -0.52609 -1.74022
H -3.82812 0.58763 -0.93980
H -2.43697 1.27697 -1.82046

Atomic forces in eV per Å
-0.32 -0.90 0.22
0.32 -0.31 -0.48
0.71 0.37 0.09
0.12 0.85 0.13
-0.06 -0.40 -0.35
-0.31 -0.25 0.78
-0.01 0.18 0.45
0.02 0.34 -0.21
-0.17 0.28 -0.21
0.07 -0.01 0.33
-0.13 0.12 0.06
-0.40 -0.36 -0.12
-0.18 -0.15 -0.09
0.16 0.15 -0.38
0.06 0.20 -0.04
0.13 -0.12 -0.18

Calculated total energy   -25980.65101 eV
Gap between HOMO and LUMO   9.573 eV
Relative energy (zero: lowest compared OMol25 entry of this formula, charge and spin)   7.7 kcal/mol
HOMO   -8.824 eV
Multiplicity   1
LUMO   0.750 eV

3.
# C14H20B11BaBr6N4S

A molecular structure, C14H20B11BaBr6N4S at a distorted geometry (wB97M-V/def2-TZVPD, OMol25).

Cartesian coordinates (Å):
Ba 0.43938 -0.91653 0.75906
C 0.22676 -2.95005 -0.47636
C 1.49254 -2.81162 -0.09252
C 2.06043 -1.65049 -0.79208
C 0.94114 -1.09499 -1.54088
C -0.10411 -1.89890 -1.38925
H -0.44464 -3.74587 -0.20547
H 2.06867 -3.42414 0.56928
H 2.78993 -1.99760 -1.53595
H 1.08235 -0.30614 -2.24754
H -1.03257 -1.83422 -1.91494
C -0.46797 2.39184 -2.38267
C -0.74215 1.26511 -1.44237
N 0.12256 0.87251 -0.56584
N 1.29761 1.53414 -0.55083
C 2.42295 1.07938 -0.18775
N 3.44244 1.96915 -0.11776
S 2.98555 -0.55451 0.30122
C -1.99855 0.52749 -1.51844
C -2.79339 0.55746 -2.66714
C -3.96348 -0.18258 -2.69131
C -4.32671 -0.90475 -1.56438
C -3.45425 -0.91149 -0.48510
N -2.31209 -0.23917 -0.46849
H 0.14276 3.13073 -1.86014
H -1.39210 2.85989 -2.70732
H 0.09602 2.05868 -3.25985
H 3.21641 2.94816 -0.18525
H 4.35354 1.71104 0.22171
H -2.48580 1.11792 -3.53411
H -4.57403 -0.21016 -3.58044
H -5.24370 -1.47153 -1.52538
H -3.66654 -1.49297 0.40536
Br 1.17706 -1.68177 4.18103
B -0.19361 -0.59486 5.15917
B -0.72800 -0.57223 6.83773
C -1.34816 1.02727 7.01016
B 0.09652 0.85202 6.13440
B -1.15075 2.07679 5.67128
B -2.75582 1.41457 6.09967
B -2.49479 -0.22290 6.83017
B -1.78834 -1.28787 5.61886
Br -2.09827 -3.15439 5.31191
B -3.07638 -0.04644 5.16179
Br -4.77429 -0.58401 4.47469
B -2.19319 1.35670 4.41249
Br -2.81698 2.20770 2.78133
B -0.45740 1.00616 4.45677
Br 0.60634 1.43748 2.78983
B -1.62824 -0.29369 4.18279
Br -1.73231 -1.18041 2.39639
H -0.26960 -1.12051 7.75666
H -1.28512 1.47110 7.99197
H 1.10201 1.20368 6.60301
H -0.94390 3.20664 5.85997
H -3.56863 2.09734 6.57954
H -3.13778 -0.52094 7.75492

Atomic forces in eV per Å
-4.30 4.57 13.25
-0.24 -3.62 -2.51
1.32 -2.96 -1.07
3.25 -0.51 -1.89
0.72 -0.30 -4.00
-0.98 -2.01 -3.08
-0.13 -0.07 0.22
0.06 -0.22 0.43
-0.09 -0.20 -0.06
0.02 0.04 -0.26
-0.28 0.02 -0.09
0.00 0.18 0.25
0.56 0.84 -0.04
-1.41 2.66 -2.64
-0.26 1.18 -0.34
0.80 0.57 -0.04
0.25 -0.29 0.20
3.33 0.27 -0.39
-0.77 -0.32 -0.25
0.26 0.09 0.24
-0.08 -0.20 0.17
0.15 0.13 -0.19
0.03 -0.08 0.19
0.28 0.03 -0.05
-0.01 -0.06 -0.14
-0.01 -0.01 -0.09
-0.02 -0.02 0.04
-0.08 0.02 0.08
-0.03 -0.05 -0.09
-0.01 0.13 -0.08
-0.09 0.08 -0.06
-0.06 -0.03 -0.01
-0.09 0.03 -0.01
0.12 -0.11 0.81
0.11 -0.23 -0.44
-0.31 0.28 -0.24
-0.05 -0.21 -0.47
-0.33 0.01 -0.25
-0.06 -0.48 -0.03
0.32 -0.38 -0.04
0.17 0.31 -0.21
-0.05 0.45 -0.29
-0.16 -0.59 0.34
0.93 -0.01 0.03
-0.56 -0.15 -0.04
0.01 -0.24 0.10
-0.47 0.46 0.12
0.22 -0.16 -0.52
0.10 1.07 1.16
0.11 -0.18 -0.34
-2.56 -0.16 2.15
0.19 -0.17 0.25
0.08 0.02 -0.04
0.38 0.12 0.02
0.12 0.36 -0.07
-0.22 0.25 0.07
-0.21 -0.16 0.23

Calculated total energy   -460026.19454 eV
Gap between HOMO and LUMO   6.750 eV
Charge   +1
Relative energy (zero: lowest compared OMol25 entry of this formula, charge and spin)   185.4 kcal/mol
HOMO   -11.398 eV
Multiplicity   1
LUMO   -4.648 eV